No. 1
Entry from the Open Molecules 2025 dataset: the molecule C5H11NO in a non-equilibrium geometry (the ωB97M-V functional and the def2-TZVPD basis).

CARTESIAN COORDINATES (ANGSTROEM)
C1 1.5592 0.1476 0.7754
N1 0.3508 -0.5991 0.4397
C2 -0.3870 -0.9703 1.6232
C3 0.1098 -0.0308 -2.0400
C4 -0.4641 -0.0349 -0.5952
C5 -1.3725 1.1579 -0.3485
O1 -2.4896 1.1948 0.0769
H1 2.3123 -0.4257 1.2988
H2 1.3298 1.0497 1.3702
H3 1.9518 0.6219 -0.1295
H4 -1.1982 -1.6647 1.3855
H5 0.2752 -1.4993 2.3178
H6 -0.8209 -0.1538 2.2072
H7 -0.3656 0.7471 -2.6304
H8 1.1955 0.1085 -1.9643
H9 0.1069 -1.0059 -2.5250
H10 -1.2533 -0.7858 -0.7665
H11 -0.8401 2.1427 -0.4956

Properties
**LUMO energy**: 1.0 eV
**Frontier orbital gap**: 9.56 eV
**Relative energy (zero: lowest compared OMol25 entry of this formula, charge and spin)**: 53.4 kcal per mole
**SMILES string**: C[C@H](C=O)N(C)C

No. 2
Entry from the Open Molecules 2025 dataset: a cluster of 2 separate species, C5H11NO in total in a non-equilibrium geometry (the ωB97M-V functional and the def2-TZVPD basis).

CARTESIAN COORDINATES (ANGSTROEM)
O1 -1.6591 -1.0295 1.6558
C1 -1.7236 -0.6976 0.4778
N1 -1.3613 0.3886 -0.6961
C2 -0.3307 -0.3460 -0.2044
C3 0.7288 0.4110 0.6428
C4 0.1316 1.5314 1.5047
C5 1.5868 -0.5793 1.4535
H1 -2.5332 -1.2211 -0.0458
H2 -0.6509 -0.1814 -6.9579
H3 0.1567 -1.1193 -0.8234
H4 -0.7937 -0.9142 -6.8682
H5 1.2523 0.8186 -0.2325
H6 0.8211 1.8368 2.2843
H7 -0.7913 1.1642 1.9384
H8 -0.1215 2.3894 0.8838
H9 2.2798 -1.1370 0.8343
H10 2.1273 -0.0508 2.2314
H11 0.8810 -1.2637 1.9215

Properties
**LUMO energy**: -1.5 eV
**Frontier orbital gap**: 7.39 eV
**Relative energy (zero: lowest compared OMol25 entry of this formula, charge and spin)**: 156.4 kcal per mole

No. 3
Entry from the Open Molecules 2025 dataset: the molecule C5H11NO (the ωB97M-V functional and the def2-TZVPD basis).

CARTESIAN COORDINATES (ANGSTROEM)
C1 -0.9404 -1.4587 -0.4835
C2 -0.5908 0.0254 -0.5172
C3 -1.5033 0.8328 0.4074
N1 0.8224 0.2742 -0.1750
C4 1.5504 -0.6280 0.6903
C5 1.3317 1.5046 -0.4630
O1 0.7482 2.3614 -1.0999
H1 -0.8334 -1.8791 0.5238
H2 -1.9882 -1.5862 -0.7770
H3 -0.3223 -2.0425 -1.1724
H4 -0.7197 0.4004 -1.5386
H5 -1.2270 1.8865 0.3464
H6 -2.5546 0.7274 0.1132
H7 -1.4021 0.4922 1.4455
H8 1.0736 -0.7306 1.6739
H9 1.6475 -1.6221 0.2399
H10 2.5557 -0.2242 0.8385
H11 2.3523 1.6666 -0.0520

Properties
**LUMO energy**: 0.9 eV
**Frontier orbital gap**: 10.17 eV
**Relative energy (zero: lowest compared OMol25 entry of this formula, charge and spin)**: 11.1 kcal per mole
**SMILES string**: CC(C)N(C)C=O

No. 4
Entry from the Open Molecules 2025 dataset: a structure of composition C5H11NO (the ωB97M-V functional and the def2-TZVPD basis).

CARTESIAN COORDINATES (ANGSTROEM)
C1 2.9098 0.5387 -0.1888
N1 1.5056 0.2385 -0.4364
C2 0.7057 -0.1347 0.5186
O1 0.5996 -0.4066 1.6757
C3 -0.9531 -0.1779 -0.4077
C4 -1.5848 -1.4943 0.0143
C5 -1.6091 1.0582 0.1983
H1 3.1315 1.5419 -0.5670
H2 3.5532 -0.1749 -0.7132
H3 3.1439 0.5072 0.8800
H4 0.2482 -0.0347 -0.9186
H5 -1.0779 -0.0956 -1.5118
H6 -1.4666 -1.6303 1.0943
H7 -1.1284 -2.3510 -0.4925
H8 -2.6569 -1.4931 -0.2165
H9 -2.6654 1.1237 -0.0852
H10 -1.5499 1.0124 1.2907
H11 -1.1056 1.9726 -0.1341

Properties
**LUMO energy**: 0.9 eV
**Frontier orbital gap**: 10.54 eV
**Relative energy (zero: lowest compared OMol25 entry of this formula, charge and spin)**: 87.9 kcal per mole

No. 5
Entry from the Open Molecules 2025 dataset: a cluster of 2 separate species, C5H11NO in total in a non-equilibrium geometry (the ωB97M-V functional and the def2-TZVPD basis).

CARTESIAN COORDINATES (ANGSTROEM)
C1 2.1316 -0.3986 -0.2622
N1 1.1316 0.0629 -1.0491
C2 -0.2450 -0.2139 -0.9695
C3 -0.7124 -0.7716 0.1916
C4 -2.3181 0.0821 -2.3210
C5 -1.0028 0.4229 -2.1028
H1 2.5068 0.3378 0.6108
H2 2.0964 -1.4382 0.3293
H3 3.0317 -0.4630 -0.8755
H4 1.4441 0.5733 -1.8153
H5 -0.0844 -1.4112 0.7116
H6 -1.6988 -0.4302 0.6449
H7 -2.8405 -0.3458 -1.5270
H8 -2.5911 0.1494 -3.3657
H9 -0.3238 0.9606 -2.7990
H10 -0.5171 0.6894 5.0799
H11 0.4648 0.6753 3.8748
O1 0.4339 0.6921 4.9073

Properties
**LUMO energy**: 0.6 eV
**Frontier orbital gap**: 8.19 eV
**Relative energy (zero: lowest compared OMol25 entry of this formula, charge and spin)**: 93.7 kcal per mole
**SMILES string**: C=CC(=C)NC.O

No. 6
Entry from the Open Molecules 2025 dataset: the molecule C5H11NO in a non-equilibrium geometry (the ωB97M-V functional and the def2-TZVPD basis).

CARTESIAN COORDINATES (ANGSTROEM)
C1 1.1927 -0.7253 2.0098
N1 0.2275 -0.4471 1.1022
C2 -1.9449 -0.3781 -0.6877
C3 -0.5247 -0.4233 -1.2276
C4 0.5941 -0.0332 -0.2658
C5 0.9606 1.4244 -0.3385
O1 2.3899 -0.6737 1.8246
H1 0.8099 -1.0917 2.9814
H2 -0.6273 -0.0567 1.4712
H3 -2.1333 0.4935 -0.0493
H4 -2.6636 -0.3275 -1.5023
H5 -2.1446 -1.2326 -0.0443
H6 -0.3037 -1.4301 -1.5879
H7 -0.4362 0.2155 -2.0831
H8 1.4631 -0.6600 -0.4451
H9 1.6547 1.6987 0.4516
H10 0.0759 2.0614 -0.2876
H11 1.4098 1.5858 -1.3217

Properties
**LUMO energy**: 0.9 eV
**Frontier orbital gap**: 10.63 eV
**Relative energy (zero: lowest compared OMol25 entry of this formula, charge and spin)**: 11.5 kcal per mole
**SMILES string**: CC[C@@H](C)NC=O

No. 7
Entry from the Open Molecules 2025 dataset: the molecule C5H11NO in a non-equilibrium geometry (the ωB97M-V functional and the def2-TZVPD basis).

CARTESIAN COORDINATES (ANGSTROEM)
C1 0.2189 -2.4298 -0.4385
C2 0.4391 0.1443 0.6319
C3 0.5682 -0.3739 -1.7973
C4 -0.8792 1.8872 1.5373
C5 -0.0885 -0.8716 -0.4627
N1 -0.2130 1.4584 0.3334
O1 0.5694 -3.1212 -1.3501
H1 -0.2452 -2.9587 0.5138
H2 0.5170 2.1262 -0.0797
H3 1.4778 0.1794 0.7388
H4 0.0748 -0.1913 1.5882
H5 -0.0236 -0.8038 -2.5822
H6 1.5157 -0.8455 -1.7496
H7 0.5882 0.7006 -1.8344
H8 -1.2827 2.8180 1.2613
H9 -1.7258 1.2150 1.7473
H10 -0.3279 1.7994 2.4625
H11 -1.1832 -0.7327 -0.5200

Properties
**LUMO energy**: 0.9 eV
**Frontier orbital gap**: 10.01 eV
**Relative energy (zero: lowest compared OMol25 entry of this formula, charge and spin)**: 58.4 kcal per mole
**SMILES string**: CNC[C@@H](C)C=O

No. 8
Entry from the Open Molecules 2025 dataset: a cluster of 2 separate species, C5H11NO in total in a non-equilibrium geometry (the ωB97M-V functional and the def2-TZVPD basis).

CARTESIAN COORDINATES (ANGSTROEM)
C1 3.0241 1.1540 -0.7677
C2 2.1343 1.3320 0.1923
N1 0.7176 1.2780 0.0514
C3 0.0318 0.4752 -1.1094
C4 -2.4667 0.7581 -0.9048
C5 -1.3535 0.0629 -0.6755
H1 2.9409 1.0862 -1.8638
H2 4.0221 0.8556 -0.4769
H3 2.3114 1.3679 1.3302
H4 0.2704 2.1932 -0.1069
H5 0.7743 -0.3190 -1.2901
H6 0.0476 1.0907 -1.9840
H7 -3.4413 0.4063 -0.5858
H8 -2.4491 1.7536 -1.2765
H9 -1.3839 -1.0193 -0.3685
H10 -1.2912 -3.7008 3.7548
H11 -1.8677 -4.8434 2.9077
O1 -2.0211 -3.9311 3.1733

Properties
**LUMO energy**: 1.0 eV
**Frontier orbital gap**: 9.76 eV
**Relative energy (zero: lowest compared OMol25 entry of this formula, charge and spin)**: 77.8 kcal per mole
**SMILES string**: C=CCNC=C.O

No. 9
Entry from the Open Molecules 2025 dataset: a cluster of 2 separate species, C5H11NO in total in a non-equilibrium geometry (the ωB97M-V functional and the def2-TZVPD basis).

CARTESIAN COORDINATES (ANGSTROEM)
N1 -1.5971 -1.2585 0.4262
C1 -1.1794 0.1006 0.3042
C2 -2.0566 1.0590 0.6672
C3 1.8379 -0.6833 -1.9123
C4 0.3865 -0.6100 -1.4877
C5 0.0472 0.2688 -0.5275
H1 -0.8573 -1.9472 0.4711
H2 -2.1030 -1.3277 1.3083
H3 -2.8909 0.8561 1.3250
H4 -1.7819 2.1007 0.5540
H5 2.4534 0.0886 -1.4567
H6 2.2884 -1.6655 -1.7825
H7 1.8314 -0.4979 -2.9953
H8 -0.3387 -1.1897 -2.0335
H9 0.5071 1.2079 -0.2383
H10 0.5941 0.8782 2.0242
H11 1.5508 1.1248 3.1040
O1 1.3081 1.4952 2.2493

Properties
**LUMO energy**: 0.8 eV
**Frontier orbital gap**: 8.98 eV
**Relative energy (zero: lowest compared OMol25 entry of this formula, charge and spin)**: 56.5 kcal per mole
**SMILES string**: C=C(N)/C=C/C.O

No. 10
Entry from the Open Molecules 2025 dataset: a cluster of 2 separate species, C5H11NO in total in a non-equilibrium geometry (the ωB97M-V functional and the def2-TZVPD basis).

CARTESIAN COORDINATES (ANGSTROEM)
C1 -1.0265 -2.1208 1.2864
N1 0.9684 0.1743 0.8508
C2 -0.3832 0.2658 0.5200
C3 -1.2131 -0.7950 0.5254
C4 0.0176 2.3911 -0.7066
C5 -0.8086 1.3951 -0.3368
H1 -0.9904 -2.9633 0.6106
H2 -0.0910 -2.0438 1.8502
H3 -1.8778 -2.2218 1.9607
H4 1.4372 -0.7080 0.8640
H5 1.5355 0.8878 0.4291
H6 -2.1435 -0.8623 -0.0250
H7 0.9051 2.7181 -0.1739
H8 -0.3627 3.1295 -1.4039
H9 -1.8823 1.5067 -0.4379
H10 2.2779 -0.0215 -2.6274
H11 1.4465 -0.1896 -1.3417
O1 2.1909 -0.5422 -1.8441

Properties
**LUMO energy**: 0.7 eV
**Frontier orbital gap**: 8.76 eV
**Relative energy (zero: lowest compared OMol25 entry of this formula, charge and spin)**: 54.5 kcal per mole
**SMILES string**: C=C/C(N)=C/C.O

Question: Which value of LUMO energy does entry 9 give?
Answer: 0.8 eV